Entry 1:
Below is a structure of composition C33H25BBrF4N2O3PTc, with properties calculated with wB97M-V/def2-TZVPD.

Geometry as XYZ:
```
71
C33H25BBrF4N2O3PTc wB97M-V/def2-TZVPD
H -1.40 3.70 4.32
C 1.52 2.09 -4.68
C 2.45 -1.38 0.08
C 0.59 1.41 2.83
C 4.43 -2.05 1.33
F -4.90 -0.76 -1.56
C 2.41 -1.45 -2.32
C -1.12 2.84 3.74
P 0.03 -0.81 1.15
F -3.10 -0.76 -0.16
H -3.78 3.56 0.32
H 1.64 1.18 2.68
H -0.92 -1.22 3.94
C 3.79 -1.82 2.51
O 0.49 2.84 -0.14
C -0.79 2.77 -0.33
C -1.64 -4.48 3.40
C -3.06 3.49 -0.49
H 1.90 -1.33 -3.27
N -1.46 1.71 -0.76
O 2.43 1.67 -0.18
C 4.42 -2.12 -1.15
H 5.46 -2.39 1.33
C 3.74 -1.95 -2.32
H -1.59 4.23 0.98
C 0.22 2.52 3.58
F -0.45 -3.05 -1.65
H 4.30 -1.97 3.46
F -0.47 -1.87 -3.49
C 1.79 -1.19 1.32
C -0.73 -2.22 2.04
H 2.48 2.48 -4.98
H -1.78 0.63 -3.50
H -3.14 2.29 3.27
H -1.29 4.82 -0.65
C -1.03 -2.15 3.40
H 2.24 1.20 -2.87
Br 0.49 3.30 -7.03
B -3.90 -0.11 -1.00
O -3.78 1.24 -1.22
C 1.39 1.38 -3.50
C -2.78 2.07 -0.84
Tc -0.01 -0.05 -1.13
C -1.49 -3.28 4.07
C 2.44 -1.40 2.51
N 0.22 0.88 -3.08
C -0.89 -3.43 1.37
C -1.34 -4.55 2.04
C -0.86 1.08 -3.85
C -1.73 0.93 2.40
C 3.78 -1.85 0.09
C -1.65 3.97 -0.07
H -1.92 -1.85 -2.16
H 0.99 3.13 4.04
H -1.46 -5.49 1.51
H 1.91 -1.28 3.45
C 0.38 2.31 -5.44
H -2.49 0.31 1.94
H -0.65 -3.49 0.32
C -0.38 0.60 2.24
H -1.73 1.92 -5.61
H 5.44 -2.48 -1.15
C 1.29 1.49 -0.37
H -1.99 -5.36 3.92
H -1.72 -3.21 5.13
H -3.47 4.04 -1.34
C -0.83 -1.80 -2.13
C -2.10 2.04 3.15
H 4.22 -2.18 -3.26
C -0.83 1.79 -5.03
C 1.76 -1.12 -1.16
```

Output
E, eV: -136829.402
Spin multiplicity: 4
Kohn-Sham gap (spin up / spin down), eV: 6.59 / 7.16
Net charge: 0
LUMO energy (spin up / spin down), hartree: -0.0005 / -0.0237
Energy above the lowest of the compared OMol25 structures with the same formula, charge and spin, kJ/mol: 150.0
⟨S²⟩: 3.7858

Entry 2:
Below is a cluster of 5 separate species, C66H44BrFN3O10P in total at a distorted geometry, with properties calculated with wB97M-V/def2-TZVPD.

Geometry as XYZ:
```
126
C66H44BrFN3O10P wB97M-V/def2-TZVPD
O 0.81 -4.17 -2.60
H -2.14 -5.06 0.23
C 6.76 11.50 -0.70
H -4.14 -2.08 0.90
C -1.87 3.46 2.66
H 1.25 5.83 1.86
H 2.03 7.65 5.26
O -1.19 3.12 -1.24
C 5.18 9.79 -0.10
H -2.78 3.65 2.10
F -1.91 -2.89 0.48
C 0.46 2.96 4.08
H 0.57 0.34 -0.44
C -4.15 -2.00 -0.18
C 1.15 7.84 4.66
H 2.94 7.50 2.54
C -1.13 4.52 3.16
N -4.20 0.55 2.04
H 0.02 -2.54 -0.65
C -3.69 -9.35 1.15
H 2.09 6.62 -2.25
C 1.81 6.37 1.11
H 0.81 5.41 -0.53
C 1.67 -6.28 -3.16
C -2.13 -7.05 2.04
N -1.83 1.08 -0.22
H 1.37 2.77 4.63
C -3.77 0.51 0.97
H 7.44 12.29 -0.41
C 0.77 9.15 4.38
C 4.01 8.46 -1.88
H 1.67 -2.18 -3.84
H -1.12 -7.40 4.50
C 5.69 10.21 -2.42
P -4.18 1.70 -1.38
C 4.19 -2.81 -6.01
H 0.18 -8.83 -1.52
C -2.90 -1.45 -2.14
H 0.54 -0.57 1.09
H -3.22 -5.05 -1.99
C 4.45 9.04 0.95
C 2.58 -7.01 -3.93
C 1.73 -9.05 -2.98
C -1.58 5.91 2.90
H 1.65 -1.00 -0.28
C -2.31 -8.23 2.92
O -2.60 6.13 2.28
H -2.03 1.34 2.47
C 0.85 -8.32 -2.20
C -3.16 0.43 -0.39
H 0.12 -6.37 -1.68
H 0.06 0.89 3.72
H -6.06 -0.90 0.00
C -1.69 2.21 -0.73
C -0.41 -1.54 -0.67
H 6.21 11.03 1.32
H 3.17 -1.02 -5.41
C 0.40 6.78 4.17
C 2.60 -8.40 -3.84
C -2.80 -7.05 0.71
H -3.96 -2.95 -0.66
C -3.26 -10.40 3.36
C -3.01 -1.07 -0.72
C -4.00 -7.04 -1.80
C 4.99 9.51 -1.46
O 4.35 -6.95 -5.48
H -6.16 -2.54 -0.74
C 0.04 4.27 3.88
C 1.60 -4.80 -3.27
H -2.84 -11.24 5.28
C -0.75 7.03 3.41
C 2.75 7.31 1.49
H 5.02 -4.74 -6.42
O -1.45 -6.11 2.39
C -3.08 -9.32 2.50
H -5.98 1.26 -0.34
C -4.12 -8.15 -0.98
O 1.83 5.17 5.12
H 4.85 -2.30 -6.69
Br -3.82 1.44 -3.57
C 0.81 -6.94 -2.29
C -2.69 -5.93 -0.11
C 2.50 -4.12 -4.24
C -3.30 -5.92 -1.36
C 3.24 7.75 -0.83
O -4.32 -10.32 0.77
H -1.63 -1.04 1.00
H -4.67 -9.02 -1.32
H 3.29 -8.97 -4.45
C -1.11 8.34 3.12
H 5.55 9.98 -3.47
C 0.67 -0.64 0.01
H -3.87 -11.24 3.04
C 3.25 -2.09 -5.28
H 7.13 11.75 -2.80
H -1.99 8.53 2.52
H 1.36 9.97 4.76
C -1.72 -8.24 4.18
C 2.40 -2.74 -4.40
O 4.65 9.26 2.13
C 6.06 10.80 0.27
C -1.91 -9.32 5.03
C -5.57 -1.63 -0.64
H -0.64 10.41 3.37
C 1.56 6.13 -0.24
H -5.55 -1.19 -1.64
H -4.47 -7.03 -2.77
C 3.44 -4.84 -4.98
C -3.53 -8.16 0.27
C 3.53 -6.32 -4.85
C -0.35 9.40 3.60
C -0.28 1.91 3.57
O 3.85 8.20 -3.05
C -1.45 2.16 2.86
H 1.75 -10.13 -2.92
O -5.78 1.32 -1.28
C 4.29 -4.18 -5.85
N -2.56 -1.58 -3.23
C 3.46 8.00 0.52
H -1.45 -9.32 6.01
C -1.74 -1.57 0.06
C 2.28 6.81 -1.21
C 6.58 11.20 -2.05
C -2.69 -10.40 4.62
C 0.84 5.39 4.45
H -0.42 -1.24 -1.71
```

Output
E, eV: -176151.474
Kohn-Sham gap, eV: 8.65
Net charge: 0
SMILES: CC[C@H](F)[C@@](C#N)(CC)[C@@](C#N)(N=C=O)P(O)Br.O=C1c2ccccc2C(=O)c2ccccc21.O=C1c2ccccc2C(=O)c2ccccc21.O=C1c2ccccc2C(=O)c2ccccc21.O=C1c2ccccc2C(=O)c2ccccc21
LUMO energy, hartree: -0.0400

Entry 3:
Below is a structure of composition C5H7O4Sn at a distorted geometry, with properties calculated with wB97M-V/def2-TZVPD.

Geometry as XYZ:
```
17
C5H7O4Sn wB97M-V/def2-TZVPD
H 4.02 1.34 -0.47
H 1.42 2.14 -0.60
H 2.02 2.02 -2.41
H -2.44 0.83 -2.07
C -0.96 -0.15 -0.85
O -1.96 -0.15 0.21
C 2.11 1.75 -1.35
C 3.17 0.78 -0.91
H 3.57 0.23 -1.78
H -0.83 0.32 -2.88
O -2.51 -0.34 2.28
C -1.42 0.44 -1.97
O -0.34 -0.37 1.75
Sn 0.86 -0.34 0.12
C -1.53 -0.33 1.42
H -2.17 -0.46 3.18
O 2.65 -0.11 0.05
```

Output
E, eV: -19312.808
Spin multiplicity: 2
Kohn-Sham gap (spin up / spin down), eV: 6.03 / 5.30
Net charge: 0
LUMO energy (spin up / spin down), hartree: -0.0110 / -0.0140
Energy above the lowest of the compared OMol25 structures with the same formula, charge and spin, kJ/mol: 96.5
⟨S²⟩: 0.8689

Entry 4:
Below is a structure of composition C41H61BiN4O6PS2Te2 at a distorted geometry, with properties calculated with wB97M-V/def2-TZVPD.

Geometry as XYZ:
```
118
C41H61BiN4O6PS2Te2 wB97M-V/def2-TZVPD
C -1.78 1.47 5.18
H -2.68 5.72 3.87
H -2.35 4.26 5.62
H 0.54 -4.76 -0.61
H 3.66 4.52 4.09
C -3.87 1.66 3.90
C -3.46 -0.38 -2.67
H 5.34 -2.31 2.17
C 1.66 4.35 4.84
H -3.91 4.19 4.82
Te 1.32 -0.44 3.40
C 4.50 -4.48 -2.81
O 0.02 1.61 -1.21
H 0.63 -1.80 -4.83
H -0.54 5.01 0.95
H -3.56 0.74 3.42
O -0.43 1.21 0.11
H -3.88 -0.07 -3.61
C -3.81 4.34 1.76
C 0.35 3.98 4.57
C -1.45 2.39 -5.73
C -1.48 0.08 -6.27
C 0.00 3.44 3.33
C 2.31 3.70 2.64
H -4.02 2.36 -1.29
C -2.33 4.50 2.09
H 0.12 3.08 -2.80
H -2.45 6.63 2.38
C -3.56 -2.78 -3.39
H 0.77 2.83 1.42
H 6.48 -3.01 4.26
N -2.76 -2.14 -1.21
H -1.45 0.65 4.54
H -4.49 1.40 4.77
H 4.97 -4.49 7.05
H 1.98 -4.72 3.20
H -0.39 4.10 5.34
H 6.54 -4.21 6.29
H -1.98 2.34 -8.53
C -2.65 2.46 4.38
N -2.49 0.10 -0.60
N 1.50 -4.75 -2.51
C 5.50 -3.40 4.02
C 3.97 -2.12 -3.12
H 2.64 -6.41 -1.83
H 1.27 -6.76 -2.88
H 1.90 4.75 5.82
H 3.07 3.57 1.87
H -3.58 3.14 6.20
H -1.72 0.74 -0.07
H -3.06 -2.56 -4.33
C -2.57 1.70 -7.88
N 3.46 -3.48 -3.05
H -3.24 -3.76 -3.02
C -2.12 5.75 2.94
S 2.90 -3.18 0.97
H 3.22 -1.45 -3.54
O 1.44 -3.24 1.13
C 2.98 -4.37 3.43
C 0.29 -4.75 -1.68
H 4.33 -5.03 -1.90
C -3.18 2.02 -1.89
O 3.33 -1.85 0.56
C -0.45 -1.65 -4.80
H -2.80 0.79 -8.43
H -2.28 2.52 -1.53
H -3.51 2.21 -7.67
H -1.74 -0.73 -6.94
H 5.75 -5.79 6.17
C 3.61 -3.50 2.56
H 4.23 -1.74 -2.12
C -0.29 3.34 -3.76
H -1.06 5.89 3.18
H -0.30 -3.85 -1.87
H 4.62 -5.17 -3.65
C 4.87 -3.01 2.85
H -2.38 1.06 6.00
C 2.19 -3.56 -2.53
H -0.78 -1.97 -3.81
H 0.49 3.86 -4.33
O 1.61 -2.53 -2.18
H 4.85 -2.11 -3.76
H -2.06 5.46 0.18
C 1.01 3.29 2.38
H 5.45 -3.95 -2.69
C -0.48 0.82 -4.20
C -3.14 3.59 5.30
H -1.68 3.43 -5.99
C -1.83 1.39 -6.61
C 2.64 4.22 3.87
H -0.89 1.92 5.60
S -1.74 -1.63 1.23
H -4.13 5.15 1.10
H 3.11 -5.43 5.29
C -1.57 4.69 0.77
H -3.35 2.29 -2.93
H -4.63 -2.81 -3.59
C 5.57 -4.71 6.17
C -2.38 -1.22 -0.32
O 3.42 -4.26 0.13
H -1.10 4.06 -3.61
H -0.30 -5.63 -1.93
C -0.81 -0.21 -5.09
C -0.77 2.14 -4.55
H -4.44 4.38 2.65
P -1.67 2.87 2.82
H -0.90 -2.31 -5.54
Te 0.48 0.06 -2.43
C 2.08 -6.06 -2.70
C -3.04 0.55 -1.74
Bi 0.78 -0.77 0.78
H -1.52 3.76 0.19
H -4.49 2.22 3.20
H 2.72 -6.07 -3.58
C 4.89 -4.28 4.91
H -4.01 3.39 1.25
C -3.24 -1.73 -2.37
C 3.61 -4.75 4.60
```

Output
E, eV: -113139.170
Kohn-Sham gap, eV: 5.97
Net charge: -1
LUMO energy, hartree: 0.0774
Energy above the lowest of the compared OMol25 structures with the same formula, charge and spin, kJ/mol: 57.4

Entry 5:
Below is a cluster of 10 separate species, C8H38N2O10 in total at a distorted geometry, with properties calculated with wB97M-V/def2-TZVPD.

Geometry as XYZ:
```
58
C8H38N2O10 wB97M-V/def2-TZVPD
O 0.05 4.30 0.50
H -4.91 -1.79 0.27
O 2.15 -1.85 4.13
H 8.62 -1.02 1.27
H -1.47 1.43 -4.03
H -6.11 -4.96 1.34
H 2.34 0.65 1.85
C -5.50 -4.14 0.95
C -1.42 -0.77 -3.92
O 5.27 -2.20 -0.93
C -3.83 1.76 -2.97
H -1.35 -0.35 -6.07
H -1.97 -1.43 -3.25
H -3.61 2.51 -3.73
H -6.06 -3.81 0.08
H 8.19 4.25 1.34
H 4.31 2.20 6.91
H -3.58 -2.58 0.86
H -1.53 0.74 -2.56
O 7.12 1.69 -3.15
H 1.38 -2.07 4.66
O 2.80 1.37 1.40
H -2.92 0.48 2.89
H 0.59 -1.69 -4.15
H 0.78 4.82 0.18
H -6.30 -0.44 3.09
O 7.87 -0.62 1.71
C -1.95 0.58 -3.56
C -4.51 -2.14 1.22
O -3.31 0.55 -3.54
C -5.50 -0.03 2.47
H 7.25 2.23 -2.38
H 3.66 1.01 1.21
H 5.62 -1.62 -1.60
H 0.44 3.47 0.77
N -3.02 -0.11 2.08
H 2.19 -2.55 3.48
O 3.36 2.13 6.87
H 7.98 -0.85 2.63
C -4.23 -0.96 2.25
H 6.78 3.70 1.22
H -5.22 0.87 3.02
O -5.19 -3.16 1.86
H -4.57 -4.66 0.70
H -3.32 0.59 1.43
O 7.53 3.98 0.70
N -1.59 -1.01 -5.35
H -5.88 0.32 1.50
H 7.42 2.23 -3.88
H -4.04 -1.37 3.24
H 3.19 1.73 6.01
H 0.60 -0.12 -4.15
H 0.24 -0.75 -2.56
H -4.89 1.54 -2.89
C 0.06 -0.90 -3.62
H 5.91 -2.15 -0.22
H -2.58 -1.07 -5.54
H -3.33 2.06 -2.04
```

Output
E, eV: -32364.531
Kohn-Sham gap, eV: 8.86
Net charge: 0
SMILES: COC[C@H](C)N.COC[C@H](C)N.O.O.O.O.O.O.O.O
LUMO energy, hartree: 0.0023
Energy above the lowest of the compared OMol25 structures with the same formula, charge and spin, kJ/mol: 318.6

| no. | M (g mol⁻¹) |
| --- | --- |
| 1 | 793.3 |
| 2 | 1169.0 |
| 3 | 249.8 |
| 4 | 1265.2 |
| 5 | 322.4 |